(1)
{
  "formula": "C28H40AuBN8S2",
  "method": "the ωB97M-V functional and the def2-TZVPD basis",
  "species": ["Au", "C", "C", "C", "C", "N", "N", "B", "N", "N", "C", "C", "C", "C", "C", "C", "C", "C", "N", "N", "C", "C", "C", "C", "C", "C", "C", "C", "C", "C", "C", "C", "H", "H", "H", "H", "H", "H", "H", "H", "H", "H", "H", "H", "H", "H", "H", "H", "H", "H", "H", "H", "H", "H", "H", "H", "H", "H", "H", "H", "H", "H", "H", "H", "H", "H", "H", "H", "H", "H", "H", "H", "S", "C", "S", "C", "C", "N", "C", "N"],
  "xyz": [[-0.1147, -0.4650, 0.7601], [-2.7588, 1.0159, -4.0687], [-2.5976, 1.0972, -2.5873], [-3.2571, 1.8987, -1.6778], [-2.6923, 1.5769, -0.4299], [-1.7690, 0.6431, -0.5854], [-1.7130, 0.3474, -1.9057], [-0.6466, -0.6332, -2.4187], [0.7490, -0.0363, -2.0504], [0.8499, 1.3098, -2.0043], [2.1132, 1.5809, -1.7346], [2.8651, 0.3972, -1.6094], [1.9484, -0.6183, -1.8293], [2.1783, -2.0935, -1.8368], [2.5425, 3.0303, -1.6981], [2.9346, 3.4806, -3.1115], [3.7927, 3.1930, -0.8296], [1.4079, 3.9109, -1.1690], [-0.8446, -2.0175, -1.7464], [-0.7881, -2.1762, -0.4000], [-1.1148, -3.4343, -0.1218], [-1.3901, -4.1085, -1.3184], [-1.2139, -3.1756, -2.3223], [-1.3968, -3.3441, -3.7939], [-1.1504, -3.9721, 1.2917], [-1.6844, -5.4060, 1.2739], [0.2653, -3.9726, 1.8768], [-2.0732, -3.1077, 2.1584], [-2.9759, 2.1805, 0.9249], [-3.2425, 1.0734, 1.9524], [-4.2045, 3.0867, 0.8534], [-1.7590, 3.0073, 1.3567], [-3.5701, 1.6714, -4.3817], [-2.9924, 0.0008, -4.3911], [-1.8473, 1.3216, -4.5839], [-4.0368, 2.6087, -1.8947], [-0.7566, -0.7709, -3.6062], [3.9167, 0.2569, -1.4118], [3.2498, -2.2843, -1.7856], [1.7864, -2.5634, -2.7392], [1.7103, -2.5678, -0.9718], [3.7684, 2.8893, -3.4953], [3.2138, 4.5377, -3.1277], [2.0860, 3.3323, -3.7772], [4.5411, 2.4369, -1.0551], [2.9630, 3.8512, 1.0382], [4.2320, 4.1821, -0.9621], [0.5620, 3.8627, -1.8515], [1.7301, 4.9544, -1.0838], [1.0356, 3.5538, -0.2052], [-1.6855, -5.1353, -1.4436], [-1.6230, -4.3876, -4.0071], [-0.5031, -3.0605, -4.3485], [-2.2188, -2.7305, -4.1639], [-1.0434, -6.0594, 0.6794], [-2.6962, -5.4515, 0.8663], [-1.7136, -5.7983, 2.2919], [0.9301, -4.5931, 1.2704], [0.2534, -4.3754, 2.8924], [0.6870, -2.9677, 1.9115], [-3.0800, -3.0701, 1.7373], [-1.6949, -2.0870, 2.2351], [-2.1353, -3.5219, 3.1671], [-4.1004, 0.4698, 1.6504], [-3.4563, 1.5132, 2.9298], [-2.3829, 0.4095, 2.0595], [-5.0861, 2.5270, 0.5360], [-4.0563, 3.9156, 0.1583], [-4.4065, 3.5087, 1.8400], [-0.8689, 2.3784, 1.4071], [-1.9287, 3.4513, 2.3413], [-1.5686, 3.8092, 0.6393], [1.3821, 0.7031, 2.0339], [2.8978, -0.0751, 1.8830], [3.3718, -1.6062, 1.5978], [3.9967, 0.9642, 1.9480], [5.2731, 0.7549, 2.5551], [6.3047, 0.6259, 3.0409], [3.7073, 2.0751, 1.3322], [3.4837, 3.0812, 0.6242]],
  "forces_ev_per_a": [[0.172, -0.073, 0.252], [-0.021, 0.010, 0.000], [0.057, -0.068, -0.116], [0.019, 0.007, 0.052], [-0.073, 0.077, -0.037], [-0.069, 0.017, -0.126], [0.011, -0.019, 0.103], [-0.055, -0.016, 0.014], [-0.005, 0.112, -0.011], [0.004, -0.076, 0.019], [-0.021, 0.083, 0.017], [-0.019, -0.033, -0.057], [-0.003, 0.001, -0.021], [0.061, 0.023, 0.090], [0.011, -0.086, 0.042], [0.046, 0.013, -0.001], [-0.054, -0.003, -0.028], [0.009, 0.018, -0.003], [-0.018, 0.053, -0.062], [-0.016, -0.031, -0.070], [0.027, 0.012, 0.059], [-0.011, -0.012, -0.040], [0.026, 0.019, 0.003], [-0.019, -0.026, 0.028], [-0.022, -0.012, -0.016], [-0.006, 0.013, 0.015], [0.048, -0.021, -0.013], [0.008, 0.003, -0.018], [-0.018, -0.077, 0.047], [0.007, 0.031, 0.007], [0.004, 0.016, 0.002], [-0.007, 0.021, 0.036], [0.005, 0.000, -0.008], [-0.010, 0.002, -0.002], [0.005, 0.004, 0.014], [0.000, 0.001, -0.001], [-0.001, -0.013, 0.008], [-0.001, 0.004, 0.011], [-0.010, -0.021, -0.011], [-0.024, 0.018, -0.015], [-0.014, -0.024, -0.018], [-0.001, 0.004, 0.001], [-0.001, -0.002, -0.009], [-0.007, 0.000, 0.002], [0.015, 0.001, 0.019], [-0.004, -0.006, 0.017], [-0.009, 0.006, 0.011], [-0.001, 0.000, 0.001], [-0.006, -0.003, -0.004], [-0.001, -0.006, -0.003], [-0.008, -0.002, -0.009], [0.000, 0.006, -0.014], [0.021, 0.001, 0.000], [0.002, 0.000, -0.002], [0.005, -0.008, 0.009], [0.002, 0.013, -0.007], [0.010, 0.000, -0.002], [-0.001, 0.002, 0.017], [-0.013, -0.004, 0.001], [-0.024, 0.003, -0.008], [0.001, 0.014, 0.002], [-0.023, 0.010, 0.006], [0.012, -0.009, 0.000], [0.006, -0.014, 0.005], [-0.001, -0.003, -0.002], [0.006, 0.016, -0.028], [-0.005, 0.003, -0.002], [0.023, -0.015, -0.006], [-0.014, 0.007, -0.005], [0.002, 0.002, 0.000], [0.004, 0.007, -0.007], [-0.004, 0.009, 0.006], [-0.044, 0.014, -0.094], [0.103, -0.135, 0.030], [-0.061, 0.092, 0.013], [-0.097, 0.125, -0.080], [0.084, 0.010, -0.007], [-0.012, -0.003, 0.019], [-0.132, -0.136, 0.009], [0.147, 0.049, -0.025]],
  "lumo_ev": -1.33,
  "e_homo_ev": -7.924,
  "e_tot_ha": -2485.9533,
  "relative_energy_kj_mol": 0.0
}


(2)
{
  "formula": "C28H40B2N12OOsS3",
  "method": "the ωB97M-V functional and the def2-TZVPD basis",
  "species": ["Os", "C", "C", "C", "C", "N", "N", "B", "N", "C", "C", "C", "C", "N", "N", "C", "C", "C", "C", "N", "N", "C", "C", "C", "C", "N", "H", "H", "H", "H", "H", "H", "H", "H", "H", "H", "H", "H", "H", "H", "H", "H", "H", "H", "H", "H", "C", "N", "C", "C", "N", "B", "N", "C", "C", "N", "C", "C", "S", "C", "S", "H", "H", "H", "H", "H", "H", "H", "H", "H", "H", "H", "H", "O", "S", "C", "C", "C", "C", "H", "H", "H", "H", "H", "H", "H", "H"],
  "xyz": [[-0.4959, 0.6469, 0.3154], [-3.6644, 0.7229, -1.4368], [-2.4838, 1.4507, -1.9769], [-2.4221, 2.1782, -3.1587], [-1.1576, 2.7206, -3.1938], [-0.4942, 2.3564, -2.0890], [-1.3007, 1.5548, -1.3342], [0.9321, 2.7133, -1.6161], [1.8282, 1.4903, -1.6978], [2.9700, 1.2097, -2.3584], [3.5209, 0.0804, -1.8136], [2.6469, -0.3010, -0.7882], [2.8240, -1.4499, 0.1412], [1.6290, 0.5576, -0.7082], [0.8800, 3.2442, -0.1675], [1.5259, 4.2648, 0.4214], [1.1939, 4.2964, 1.7552], [0.3298, 3.2179, 1.9456], [-0.3898, 2.8347, 3.1913], [0.1643, 2.5734, 0.7788], [1.3683, 3.9380, -2.5091], [0.7902, 5.2502, -2.4021], [1.3207, 6.0040, -3.3845], [2.2063, 5.1467, -4.0922], [3.0405, 5.4099, -5.2590], [2.1731, 3.8664, -3.4971], [-4.5668, 1.1252, -1.8918], [-3.6093, -0.3422, -1.6619], [-3.7424, 0.8434, -0.3583], [-3.2059, 2.2969, -3.8858], [-0.7002, 3.3395, -3.9476], [3.3100, 1.8223, -3.1745], [4.4261, -0.4168, -2.1149], [3.5360, -1.1874, 0.9260], [1.8781, -1.7541, 0.5826], [3.2278, -2.3116, -0.3866], [2.1839, 4.9136, -0.1339], [1.5282, 5.0037, 2.4938], [0.3172, 2.6224, 3.9933], [-1.0153, 3.6652, 3.5193], [-1.0200, 1.9621, 3.0414], [0.0624, 5.4655, -1.6374], [1.1274, 7.0414, -3.5995], [3.7437, 6.2196, -5.0288], [3.5830, 4.5295, -5.5887], [2.4187, 5.7995, -6.0731], [0.0934, -5.5653, -3.8994], [-0.5240, -5.4699, -2.5732], [-1.5595, -6.2111, -2.1665], [-1.8022, -5.8687, -0.8453], [-0.9289, -4.9254, -0.4712], [-0.8091, -4.4864, 1.0409], [-1.9535, -3.4490, 1.4482], [-2.8065, -3.7607, 2.4881], [-3.5275, -2.6568, 2.7871], [-3.1010, -1.6613, 1.9282], [-3.6969, -0.3323, 1.9211], [-2.1400, -2.1710, 1.1271], [-1.3329, -1.4395, -0.2473], [-0.0982, -4.6552, -1.5346], [1.1799, -3.6261, -1.6157], [-0.6874, -5.7756, -4.6244], [0.8301, -6.3656, -3.9010], [0.5788, -4.6223, -4.1267], [-2.0441, -6.9341, -2.8005], [-2.5399, -6.2641, -0.1685], [0.2715, -4.0222, 1.2696], [-1.0695, -5.4693, 1.6764], [-2.8327, -4.7470, 2.9139], [-4.3012, -2.4883, 3.5156], [-3.9133, -0.0431, 2.9476], [-4.6243, -0.3324, 1.3498], [-3.0019, 0.3869, 1.4888], [0.1592, 0.0212, 2.1380], [0.5878, -1.3455, 2.7618], [2.1474, -0.9515, 3.5750], [1.8055, -0.4324, 4.9653], [0.6842, -1.3379, 5.4629], [-0.3321, -1.4290, 4.3213], [2.6732, -0.2592, 2.9192], [2.6974, -1.8953, 3.6111], [1.4637, 0.6028, 4.9048], [2.6790, -0.4566, 5.6143], [0.2057, -0.9461, 6.3591], [1.0694, -2.3297, 5.7033], [-0.9926, -0.5607, 4.2851], [-0.9253, -2.3398, 4.3119]],
  "forces_ev_per_a": [[-0.001, -0.381, 0.029], [0.015, 0.015, -0.015], [-0.050, -0.004, 0.068], [-0.017, -0.009, -0.040], [0.020, 0.016, -0.023], [-0.158, 0.144, 0.165], [0.027, -0.117, -0.243], [-0.033, 0.113, -0.053], [0.213, 0.182, 0.290], [0.015, 0.007, -0.054], [-0.069, -0.074, -0.011], [0.063, -0.092, 0.057], [0.006, 0.066, 0.065], [-0.098, -0.016, -0.332], [0.009, -0.106, -0.018], [0.028, 0.040, -0.013], [0.045, -0.014, 0.009], [-0.133, -0.048, -0.041], [-0.001, 0.015, 0.021], [0.080, 0.228, 0.140], [-0.231, 0.136, 0.084], [0.167, -0.307, -0.128], [0.074, 0.034, -0.057], [-0.144, -0.304, 0.216], [0.004, 0.040, 0.017], [0.127, 0.269, -0.159], [-0.014, -0.015, -0.013], [0.002, 0.005, -0.004], [0.005, 0.043, -0.172], [-0.008, 0.013, -0.005], [0.006, 0.009, -0.005], [-0.018, -0.003, 0.049], [0.017, -0.001, -0.001], [-0.001, 0.006, -0.002], [-0.010, -0.049, -0.039], [0.064, 0.073, 0.045], [0.013, 0.004, -0.005], [-0.012, 0.020, 0.006], [0.003, 0.003, -0.004], [0.012, 0.006, 0.007], [-0.004, 0.016, -0.022], [-0.010, 0.000, 0.012], [-0.031, 0.015, 0.003], [0.015, -0.002, -0.006], [-0.008, -0.015, 0.020], [0.008, -0.002, -0.014], [-0.002, 0.039, 0.113], [0.047, 0.046, -0.129], [-0.028, 0.012, 0.112], [-0.161, -0.032, -0.121], [0.061, -0.040, 0.118], [-0.040, 0.099, -0.014], [0.222, -0.494, 0.319], [-0.123, 0.111, -0.171], [0.114, 0.025, -0.090], [-0.062, 0.000, 0.169], [0.017, 0.009, 0.014], [0.017, 0.182, -0.141], [-0.028, 0.119, 0.039], [-0.188, -0.290, -0.127], [-0.007, 0.040, -0.054], [0.015, 0.001, -0.019], [0.013, 0.007, 0.001], [-0.007, -0.005, -0.020], [-0.024, -0.003, 0.003], [0.005, -0.038, -0.006], [-0.056, 0.045, -0.136], [0.110, 0.049, 0.037], [0.022, -0.004, 0.027], [-0.006, 0.021, 0.000], [0.009, -0.003, -0.017], [0.024, -0.021, 0.004], [0.017, -0.075, 0.083], [0.171, 0.368, 0.289], [-0.048, -0.226, -0.196], [0.101, 0.064, 0.018], [-0.043, -0.005, -0.040], [-0.021, 0.032, 0.008], [-0.054, 0.093, 0.055], [0.011, -0.001, 0.020], [0.005, -0.004, 0.009], [0.006, -0.004, 0.000], [0.008, -0.016, -0.002], [-0.015, -0.027, 0.002], [0.013, 0.004, -0.006], [-0.021, 0.002, 0.015], [-0.058, -0.037, 0.012]],
  "lumo_ev": [-6.98, -10.94],
  "spin_multiplicity": 6,
  "e_homo_ev": [-15.337, -15.796],
  "e_tot_ha": -3157.4460,
  "charge": 3,
  "relative_energy_kj_mol": 0.0
}


(3)
{
  "formula": "C28H40BF4O12",
  "method": "the ωB97M-V functional and the def2-TZVPD basis",
  "species": ["B", "F", "F", "F", "F", "C", "O", "H", "H", "H", "H", "C", "O", "H", "H", "H", "H", "C", "O", "H", "H", "H", "H", "C", "O", "H", "H", "H", "H", "C", "C", "C", "C", "C", "C", "O", "O", "H", "H", "H", "H", "H", "H", "C", "C", "C", "C", "C", "C", "O", "O", "H", "H", "H", "H", "H", "H", "C", "C", "C", "C", "C", "C", "O", "O", "H", "H", "H", "H", "H", "H", "C", "C", "C", "C", "C", "C", "O", "O", "H", "H", "H", "H", "H", "H"],
  "xyz": [[17.1940, 6.8170, 37.9430], [18.2340, 7.4830, 38.4200], [17.5370, 5.4940, 37.7990], [16.1970, 7.1590, 38.9050], [16.8220, 7.2940, 36.7300], [16.2630, 8.8370, 33.2710], [15.1280, 8.1470, 33.5630], [16.1600, 9.7470, 32.6430], [17.1800, 7.9620, 33.0430], [16.8570, 9.2920, 34.0550], [15.4680, 7.8370, 34.2450], [14.2230, 9.4520, 40.7500], [13.5940, 10.6990, 40.5860], [14.4320, 8.9340, 39.8410], [13.6900, 8.9400, 41.3870], [15.2640, 9.6930, 40.8620], [14.0020, 11.3470, 40.1950], [14.0900, 9.0840, 36.4500], [13.3010, 9.4320, 35.4760], [14.3660, 8.1100, 36.5400], [13.8640, 9.5230, 37.4850], [15.3500, 9.3800, 36.2890], [12.5860, 9.4390, 35.9870], [19.3900, 5.5750, 32.9730], [18.1010, 5.7940, 33.6180], [19.8830, 6.3610, 32.7860], [19.3490, 5.3920, 32.0470], [19.8760, 4.7250, 33.3980], [18.2350, 6.3060, 34.4160], [12.4690, 4.5800, 39.8600], [13.6640, 5.1650, 40.1650], [13.9550, 5.9140, 41.2350], [12.9070, 6.2800, 42.1320], [11.6660, 5.7130, 41.8710], [11.4310, 4.8690, 40.7990], [10.2200, 4.3320, 40.5490], [15.2950, 6.3550, 41.4060], [12.3610, 4.0930, 38.9230], [14.2860, 5.3150, 39.1390], [13.1430, 6.8970, 42.9870], [10.8240, 5.7380, 42.7720], [9.6460, 4.4820, 41.4130], [15.7100, 6.8070, 40.8330], [16.3460, 0.6870, 37.3210], [17.1490, -0.4710, 37.0570], [18.3760, -0.2300, 36.3710], [18.7770, 1.1240, 35.9590], [17.8330, 2.1650, 36.1870], [16.6630, 1.9460, 36.8860], [15.9410, 3.0630, 37.3410], [19.1160, -1.2330, 36.1750], [15.3390, 0.4000, 37.8430], [16.8370, -1.3710, 37.5290], [19.8440, 1.5470, 35.5090], [18.0100, 3.2280, 35.8240], [16.5010, 3.7710, 37.8140], [18.9170, -1.8550, 36.9080], [15.9690, 11.7200, 37.9370], [16.9320, 10.7020, 38.3680], [17.3530, 10.6860, 39.7570], [16.9600, 11.7380, 40.6420], [16.0650, 12.7360, 40.2230], [15.5290, 12.7450, 38.8830], [14.8530, 13.7580, 38.4600], [18.0670, 9.6280, 40.2170], [15.8540, 11.7410, 36.9360], [17.2570, 10.0010, 37.6320], [17.3010, 11.6270, 41.8120], [15.9600, 13.7030, 41.0120], [14.8430, 14.3300, 39.2040], [18.0690, 8.9210, 39.6120], [23.0990, 9.4030, 37.2620], [24.4240, 9.0300, 36.9760], [24.6940, 7.6650, 36.9440], [23.6790, 6.7210, 37.0600], [22.3700, 7.1510, 37.2510], [22.1470, 8.5270, 37.2980], [20.7600, 8.7800, 37.6330], [25.8950, 7.1330, 36.6330], [22.6600, 10.3710, 37.5400], [25.1310, 9.8310, 36.9620], [23.8330, 5.6030, 37.0420], [21.5020, 6.4920, 37.2100], [20.2040, 8.0430, 37.7070], [25.9310, 6.2150, 36.8130]],
  "forces_ev_per_a": [[-1.961, -0.186, 0.378], [4.014, 1.940, 0.948], [-0.279, -1.516, 0.403], [-0.949, -0.908, -0.017], [-0.632, 0.665, -1.856], [4.973, -0.281, -2.100], [-4.624, 4.668, -8.628], [-0.165, -1.279, -0.650], [-2.323, 2.565, -0.789], [-0.773, 0.152, 1.518], [2.996, -5.858, 10.584], [3.779, 3.959, -4.193], [-5.641, -4.945, 3.452], [-1.140, -0.859, -1.313], [-2.143, -2.824, 3.616], [0.755, -0.376, 1.932], [4.273, 4.881, -3.449], [8.114, 2.273, 4.030], [1.357, 1.021, -4.949], [-0.310, -3.512, 0.402], [0.122, -0.503, -1.337], [-3.415, 0.143, 0.114], [-6.016, 0.607, 1.802], [-4.143, -3.630, 7.132], [0.907, -0.334, -1.228], [4.432, 6.595, 0.683], [-2.190, -2.625, -7.411], [0.837, -0.148, 0.714], [0.146, 0.075, 0.271], [-1.603, 1.360, 2.507], [1.631, -0.108, -5.888], [1.317, 2.690, 1.861], [1.836, -1.119, -1.112], [-1.956, -0.308, 3.075], [1.345, -0.549, -1.438], [-2.702, 0.042, 2.916], [-6.316, -5.717, 8.439], [-0.503, -0.456, -0.423], [-0.423, -0.831, 3.005], [-0.223, 0.004, 0.051], [1.996, 0.275, -2.613], [1.601, -0.443, -2.766], [4.030, 5.088, -7.642], [-2.042, -3.115, 0.798], [0.320, 4.611, -0.827], [-3.257, 5.237, 1.003], [0.114, 0.683, -0.211], [1.540, 0.215, -0.968], [0.041, 1.777, 1.369], [0.423, 0.301, 0.407], [3.885, -4.801, -0.051], [1.975, 1.278, -0.745], [0.145, -0.934, -0.150], [-2.891, -2.057, 1.084], [0.021, -1.511, 0.636], [-0.713, -1.613, -1.377], [0.446, 0.112, -1.016], [2.565, -0.548, 5.845], [-2.116, 3.074, 2.113], [-1.067, 0.281, -1.637], [0.570, -1.543, 1.690], [0.381, 1.590, 0.686], [4.193, -4.368, 0.725], [-2.033, 1.987, -1.766], [0.144, 2.133, 2.004], [-1.214, 0.474, -3.081], [0.303, -0.570, -0.084], [-0.822, 0.475, -3.270], [-0.231, -2.699, -2.446], [-0.507, 1.413, 0.771], [-0.029, -1.571, -1.574], [1.210, 3.323, 0.068], [-0.608, -0.447, 0.881], [-0.448, -0.376, -0.636], [-2.208, -1.033, 0.632], [1.323, -0.342, -1.170], [-6.319, -5.240, 1.583], [3.328, 3.801, -0.793], [1.899, 2.105, -0.390], [1.219, 0.321, -0.481], [0.763, -0.107, -0.232], [0.300, 1.413, -0.166], [0.450, -0.110, 0.345], [-0.850, -2.047, 0.111], [-0.233, -1.260, 0.293]],
  "lumo_ev": 2.19,
  "e_homo_ev": -5.459,
  "e_tot_ha": -2417.9508,
  "charge": -1,
  "relative_energy_kj_mol": 544.7
}